16
Properties=species:S:1:pos:R:3:lowdin_charge:R:1 method="wB97M-V/def2-TZVPD" de_lowest_ev=0.989 smiles="C=CCCC(N)=O" orbital_gap_ev=10.708 homo_ev=-9.8 lumo_ev=0.937 spin_multiplicity=1
C 1.66 1.87 0.98 -0.004
C 1.05 0.69 1.05 -0.181
C -0.43 0.59 0.95 -0.210
C -1.00 -0.02 -0.33 -0.119
C -0.61 -1.49 -0.57 -0.538
N -0.39 -1.78 -1.91 0.139
O -0.58 -2.42 0.21 0.045
H 2.73 2.03 1.07 0.050
H 1.09 2.79 0.89 0.056
H 1.66 -0.21 1.12 0.106
H -0.93 1.56 0.98 0.107
H -0.74 -0.05 1.78 0.119
H -0.74 0.57 -1.21 0.111
H -2.08 -0.18 -0.28 0.129
H -0.42 -1.19 -2.71 0.085
H -0.27 -2.78 -2.01 0.104